C28H28N4OS4Zr | ωB97M-V with the def2-TZVPD basis set

Each line ends with the Löwdin charge.
Element x y z (Å)
Zr: 0.19 -0.09 0.17  1.36
S: 1.90 -1.76 1.49  0.91
S: 0.49 2.15 1.59  0.60
S: 1.59 -1.81 -1.55  0.63
S: -2.47 1.19 0.52  0.99
O: -1.54 -1.56 -0.02  -0.27
N: -0.70 -0.50 2.55  0.01
N: 4.11 2.23 -0.86  -0.19
N: -0.89 0.03 -1.97  -0.06
N: 1.93 1.04 -0.70  -0.03
C: -0.09 -1.36 3.43  -0.32
C: -1.84 0.05 3.02  -0.33
C: -0.41 0.85 -2.93  -0.12
C: -0.39 3.07 0.35  -0.65
C: -2.43 1.25 2.36  -0.37
C: -0.76 0.73 -4.26  0.00
C: -1.92 -1.33 4.99  0.00
C: -1.71 -0.27 -4.59  0.01
C: -1.78 -0.91 -2.28  -0.27
C: 2.98 1.56 -0.78  -0.18
C: 4.63 2.95 0.27  -0.02
C: 1.36 -1.69 3.22  -0.37
C: -0.69 -1.86 4.58  0.01
C: 1.05 -3.18 0.83  -0.53
C: -0.36 -5.15 -0.63  -0.07
C: 4.95 2.14 -2.04  -0.02
C: -0.42 4.70 -1.46  -0.06
C: -1.71 4.30 -1.85  -0.05
C: -2.47 -0.35 4.20  0.00
C: -2.32 -1.81 -1.21  -0.11
C: 0.40 -4.21 1.51  -0.07
C: -0.35 -5.16 0.77  -0.07
C: 0.99 -3.13 -0.63  -0.75
C: -2.24 -1.05 -3.58  0.01
C: -2.34 3.28 -1.11  -0.11
C: -1.70 2.68 -0.02  -0.57
C: 0.23 4.13 -0.36  -0.09
C: 0.36 -4.19 -1.34  -0.11
H: 0.41 -4.23 2.60  0.11
H: 0.46 -4.19 -2.42  0.11
H: -3.47 1.32 2.71  0.09
H: -3.34 0.22 4.53  0.14
H: -1.85 2.13 2.69  0.08
H: -0.93 -5.91 -1.19  0.12
H: 4.67 4.01 0.01  0.11
H: -1.69 -2.30 0.61  0.14
H: 0.10 5.50 -2.00  0.12
H: -0.91 -5.89 1.30  0.10
H: 5.44 3.11 -2.18  0.11
H: -3.05 -1.73 -3.77  0.13
H: 4.30 1.90 -2.91  0.11
H: -0.17 -2.59 5.20  0.13
H: 0.21 1.67 -2.57  0.10
H: 3.95 2.78 1.11  0.10
H: -2.21 4.72 -2.72  0.11
H: 1.23 4.41 -0.07  0.10
H: -0.31 1.37 -5.02  0.13
H: -2.41 -1.67 5.88  0.13
H: -2.01 -0.44 -5.61  0.12
H: -3.37 2.95 -1.33  0.11
H: 5.71 1.35 -1.96  0.11
H: 5.66 2.61 0.51  0.12
H: 1.59 -2.63 3.76  0.10
H: -2.22 -2.89 -1.52  0.15
H: 1.96 -0.86 3.67  0.12
H: -3.39 -1.68 -1.02  0.14

Properties
relative energy (zero: lowest compared OMol25 entry of this formula, charge and spin) = 0.000 eV
lowest unoccupied orbital energy = -6.3 eV
charge = +2
spin multiplicity = 1
highest occupied orbital energy = -12.8 eV